DFT (ωB97M-V/def2-TZVPD) results for a cluster of 11 separate species, C36H92N2O11 in total.

- lowest unoccupied orbital energy (eV) = 0.51
- HOMO level (eV) = -8.34
- Kohn-Sham gap (eV) = 8.85
- net charge = 0
- total energy (eV) = -64322.6228
- spin multiplicity = 1
- structure (SMILES) = CC1(C)CCCC(C)(C)N1O.CC1(C)CCCC(C)(C)N1O.CCO.CCO.CCO.CCO.CCO.CCO.CCO.CCO.CCO

Atoms and positions in Å:
C (4.881, -2.116, 1.121)
C (5.321, -0.772, 1.735)
C (4.535, -0.623, 3.058)
C (6.813, -0.881, 2.027)
C (7.561, 0.432, 2.206)
C (7.231, 1.414, 1.085)
C (5.727, 1.583, 0.868)
C (5.168, 2.472, 1.975)
C (5.575, 2.286, -0.476)
N (5.082, 0.283, 0.769)
O (3.685, 0.477, 0.532)
H (5.469, -2.287, 0.211)
H (5.139, -2.957, 1.762)
H (3.832, -2.051, 0.837)
H (4.632, -1.562, 3.605)
H (4.836, 0.236, 3.653)
H (3.474, -0.534, 2.820)
H (6.980, -1.476, 2.930)
H (7.259, -1.479, 1.225)
H (7.347, 0.908, 3.167)
H (8.630, 0.206, 2.214)
H (7.744, 1.107, 0.171)
H (7.599, 2.402, 1.370)
H (4.089, 2.628, 1.954)
H (5.582, 3.487, 1.893)
H (5.492, 2.166, 2.971)
H (4.566, 2.700, -0.617)
H (5.623, 1.548, -1.280)
H (6.255, 3.121, -0.632)
H (3.577, 0.013, -0.303)
C (-1.877, -1.033, -7.689)
C (-0.774, -1.046, -6.633)
C (-0.231, -2.465, -6.531)
C (0.400, -0.145, -7.082)
C (0.143, 1.315, -6.810)
C (-0.135, 1.593, -5.341)
C (-1.318, 0.763, -4.841)
C (-1.231, 0.756, -3.318)
C (-2.641, 1.442, -5.248)
N (-1.195, -0.624, -5.292)
O (-2.389, -1.305, -4.909)
H (-2.685, -1.717, -7.392)
H (-2.404, -0.085, -7.806)
H (-1.551, -1.424, -8.652)
H (-0.065, -2.904, -7.517)
H (0.681, -2.572, -5.937)
H (-0.907, -3.145, -6.000)
H (1.240, -0.469, -6.451)
H (0.645, -0.399, -8.111)
H (0.943, 1.958, -7.196)
H (-0.701, 1.637, -7.444)
H (-0.278, 2.667, -5.250)
H (0.761, 1.290, -4.788)
H (-0.339, 0.238, -2.953)
H (-2.081, 0.207, -2.900)
H (-1.224, 1.759, -2.887)
H (-2.501, 2.510, -5.409)
H (-3.428, 1.254, -4.519)
H (-3.020, 1.025, -6.182)
H (-2.102, -1.895, -4.205)
C (0.779, -2.648, -2.873)
C (2.226, -2.288, -2.609)
O (2.915, -2.335, -3.851)
H (0.683, -3.605, -3.395)
H (0.343, -1.978, -3.624)
H (0.219, -2.601, -1.945)
H (2.671, -2.975, -1.884)
H (2.234, -1.259, -2.220)
H (3.829, -2.056, -3.749)
C (-4.343, -0.263, 7.612)
C (-3.296, -1.217, 7.111)
O (-2.515, -0.613, 6.052)
H (-5.015, -0.792, 8.296)
H (-4.971, 0.101, 6.796)
H (-3.947, 0.598, 8.148)
H (-3.723, -2.121, 6.671)
H (-2.619, -1.564, 7.895)
H (-2.619, -1.183, 5.275)
C (-0.494, 4.693, -1.386)
C (0.411, 3.901, -0.507)
O (1.362, 3.222, -1.324)
H (-1.278, 5.179, -0.802)
H (-0.975, 4.075, -2.146)
H (0.030, 5.484, -1.926)
H (-0.178, 3.145, 0.033)
H (0.893, 4.554, 0.226)
H (2.060, 2.867, -0.764)
C (0.248, -0.014, 0.528)
C (-1.191, 0.118, 0.955)
O (-1.600, -0.884, 1.876)
H (0.520, -1.067, 0.434)
H (0.900, 0.372, 1.324)
H (0.502, 0.534, -0.377)
H (-1.699, -0.087, -0.002)
H (-1.496, 1.103, 1.310)
H (-2.355, -0.527, 2.366)
C (-2.359, 3.039, 3.899)
C (-3.634, 2.205, 3.825)
O (-3.349, 0.825, 3.653)
H (-1.976, 3.036, 4.922)
H (-2.511, 4.063, 3.565)
H (-1.586, 2.546, 3.304)
H (-4.197, 2.492, 2.938)
H (-4.214, 2.344, 4.740)
H (-3.116, 0.354, 4.463)
C (-4.684, 4.226, 0.047)
C (-3.514, 3.296, -0.213)
O (-3.836, 1.934, 0.153)
H (-4.552, 5.166, -0.499)
H (-4.681, 4.534, 1.094)
H (-5.604, 3.774, -0.311)
H (-2.618, 3.553, 0.352)
H (-3.304, 3.241, -1.286)
H (-3.065, 1.636, 0.641)
C (-4.636, -2.766, 3.443)
C (-3.381, -3.616, 3.377)
O (-2.392, -3.047, 4.230)
H (-5.418, -3.343, 2.937)
H (-4.558, -1.838, 2.873)
H (-4.960, -2.573, 4.464)
H (-3.030, -3.651, 2.343)
H (-3.657, -4.615, 3.731)
H (-1.511, -3.379, 4.012)
C (0.576, -1.364, 5.318)
C (1.136, -1.675, 3.929)
O (0.262, -2.499, 3.190)
H (0.196, -2.313, 5.712)
H (-0.303, -0.743, 5.190)
H (1.379, -0.988, 5.949)
H (2.155, -2.052, 3.909)
H (1.176, -0.682, 3.450)
H (-0.410, -1.977, 2.723)
C (-2.468, -2.434, -1.079)
C (-3.458, -3.466, -1.560)
O (-3.251, -4.669, -0.818)
H (-1.517, -2.905, -0.839)
H (-2.850, -1.911, -0.202)
H (-2.272, -1.614, -1.775)
H (-3.419, -3.627, -2.646)
H (-4.481, -3.108, -1.387)
H (-4.056, -5.192, -0.844)